Entry 1:
Below is 7 unconnected molecules or ions with the total composition C37H80IN3O9P2, with properties calculated with ωB97M-V with the def2-TZVPD basis set.

The SMILES is COCCCCCCC[PH](C[C@@H]1CO1)(CC(N)(N)N)P(O)I.C1CCOC1.C1CCOC1.C1CCOC1.C1CCOC1.C1CCOC1.C1CCOC1. The calculation puts the lowest unoccupied orbital energy at 0.339 eV. The gap between HOMO and LUMO comes out at 7.5 eV. The energy above the lowest of the compared OMol25 structures with the same formula, charge and spin comes out at 869.8 kJ/mol.

```
! RIJCOSX wB97M-V def2-TZVPD def2/J DEFGRID3
* xyz 0 1
C -3.9103 -8.7909 -0.3124
O -2.5745 -8.9519 0.2815
C -2.0411 -7.6913 0.8186
C -1.5034 -6.6280 -0.3176
C -0.1858 -7.1180 -1.1546
C 1.2530 -6.8958 -0.4152
C 1.3075 -5.7245 0.7205
C 1.0017 -4.1890 0.1190
C 0.4549 -3.3420 1.4077
P 0.1631 -1.4828 1.1870
C 0.5148 -1.1870 3.0840
C -0.5084 -2.3155 4.0080
C -0.1519 -2.3600 5.7069
O 0.2327 -3.5435 4.6308
C -1.5245 -0.6213 1.3726
C -2.8367 -1.4815 0.9060
N -3.1928 -1.3947 -0.5588
N -4.0290 -0.8343 1.6472
N -2.8526 -2.9311 1.3291
P 0.1032 -1.5525 -0.9874
O 1.7892 -1.5799 -1.5584
I -0.6740 0.5677 -2.0268
H -4.6759 -8.1896 0.3430
H -3.8607 -8.2826 -1.3864
H -4.3927 -9.8602 -0.4822
H -2.9450 -7.1433 1.3738
H -1.2205 -7.8430 1.6691
H -1.4211 -5.5763 0.1868
H -2.3881 -6.5373 -1.1142
H -0.1083 -6.5700 -2.2125
H -0.2986 -8.2756 -1.3910
H 2.0766 -6.6919 -1.2263
H 1.5412 -7.9181 0.1018
H 2.3244 -5.7017 1.3352
H 0.4624 -5.9203 1.5370
H 0.1774 -4.3948 -0.7184
H 2.0315 -3.8429 -0.3138
H -0.4858 -3.9662 1.7971
H 1.3011 -3.4608 2.2427
H 1.3354 -0.6085 1.0018
H 1.6192 -1.4604 3.3535
H 0.2226 -0.1138 3.4394
H -1.7108 -2.4233 3.6646
H -0.9626 -2.7774 6.4419
H 0.9726 -2.2569 6.0360
H -1.7338 -0.3461 2.5180
H -1.6029 0.4451 0.8405
H -3.8851 -2.1304 -0.8181
H -3.4797 -0.4383 -0.8596
H -4.8563 -1.3860 1.2671
H -4.1143 0.1094 1.1669
H -2.9763 -3.5944 0.5330
H -3.5604 -3.1194 2.0853
H 2.3839 -1.6457 -0.7552
C 4.6485 -1.7604 -3.4865
C 4.8529 -1.5492 -4.9645
C 5.2535 -2.9322 -5.4297
O 4.5996 -3.8687 -4.5622
C 4.0568 -3.1523 -3.4444
H 4.0056 -1.0096 -3.0201
H 5.6171 -1.7502 -2.9727
H 3.9050 -1.2577 -5.4320
H 5.5995 -0.7867 -5.2008
H 6.3335 -3.0864 -5.3345
H 4.9633 -3.1262 -6.4664
H 2.9681 -3.1241 -3.5627
H 4.2935 -3.6813 -2.5172
C -1.4236 2.6698 -6.8570
C -1.4041 2.4553 -5.3656
C -2.8794 2.3899 -5.0355
O -3.5397 1.8465 -6.1870
C -2.6126 1.8357 -7.2813
H -0.4967 2.3754 -7.3556
H -1.6112 3.7274 -7.0774
H -0.9269 1.4955 -5.1353
H -0.8781 3.2395 -4.8152
H -3.2909 3.3886 -4.8546
H -3.0864 1.7639 -4.1628
H -2.3224 0.7951 -7.4628
H -3.0987 2.2244 -8.1804
C 4.0712 1.9419 5.4786
C 4.1572 2.7069 4.1832
C 3.9752 1.6113 3.1556
O 3.1391 0.6124 3.7558
C 3.0292 0.8927 5.1582
H 3.8021 2.5614 6.3379
H 5.0335 1.4607 5.6901
H 3.3279 3.4212 4.1187
H 5.0931 3.2575 4.0588
H 4.9311 1.1397 2.9038
H 3.5116 1.9740 2.2337
H 2.0174 1.2686 5.3453
H 3.1707 -0.0282 5.7305
C 9.4459 -0.2562 5.4676
C 9.1014 -0.9490 6.7606
C 7.6879 -0.4702 7.0099
O 7.0926 -0.2436 5.7248
C 8.1251 -0.2871 4.7302
H 10.2551 -0.7377 4.9128
H 9.7375 0.7815 5.6688
H 9.1072 -2.0353 6.6121
H 9.7830 -0.7125 7.5816
H 7.6803 0.4802 7.5539
H 7.0915 -1.1970 7.5689
H 8.0071 -1.2192 4.1669
H 8.0091 0.5541 4.0412
C -6.0527 6.4716 -5.1072
C -5.9273 6.7877 -3.6392
C -4.5003 6.3774 -3.3476
O -3.7534 6.5824 -4.5548
C -4.6760 6.8247 -5.6259
H -6.8517 7.0233 -5.6089
H -6.2391 5.3994 -5.2413
H -6.0458 7.8661 -3.4807
H -6.6570 6.2679 -3.0133
H -4.4367 5.3145 -3.0917
H -4.0544 6.9591 -2.5356
H -4.6114 7.8862 -5.8885
H -4.3913 6.2312 -6.4991
C -5.1246 9.4119 0.7634
C -5.9686 8.3748 1.4584
C -6.5564 7.6111 0.2918
O -5.5965 7.6729 -0.7721
C -4.5983 8.6442 -0.4294
H -4.3294 9.8233 1.3902
H -5.7584 10.2401 0.4249
H -5.3279 7.7133 2.0533
H -6.7301 8.7978 2.1186
H -7.4805 8.0786 -0.0643
H -6.7664 6.5662 0.5380
H -3.6788 8.1040 -0.1790
H -4.4007 9.2893 -1.2900
*
```



Entry 2:
Below is C6H12OS in the gas phase, with properties calculated with ωB97M-V with the def2-TZVPD basis set.

The SMILES is CC(C)(O)C1(S)CC1. The calculation puts the lowest unoccupied orbital energy at 0.739 eV. The gap between HOMO and LUMO comes out at 9.7 eV. The energy above the lowest of the compared OMol25 structures with the same formula, charge and spin comes out at 309.4 kJ/mol.

```
! RIJCOSX wB97M-V def2-TZVPD def2/J DEFGRID3
* xyz 0 1
C 1.0058 1.6620 -0.4238
C 1.0353 0.3218 0.0303
C 1.2987 0.2946 1.5336
C -0.3342 -0.2776 -0.1381
C -0.7748 -1.0522 -1.4081
C -0.5096 -1.6651 -0.0358
H 0.5919 2.3320 0.4001
H 0.4404 1.9366 -1.4681
H 2.0173 1.9665 -0.4924
H 2.2177 1.0157 1.8090
H 0.2483 0.5554 1.9832
H 1.7413 -0.6409 1.8838
H 1.9474 -0.2695 -1.5916
H -1.8701 -0.0295 1.7756
H -0.0172 -1.4258 -2.2433
H -1.9119 -1.0260 -1.6516
H 0.5757 -2.0350 -0.0034
H -1.3964 -1.9706 0.4985
O 1.9611 -0.3862 -0.6858
S -1.9125 0.4362 0.4524
*
```



Entry 3:
Below is 6 unconnected molecules or ions with the total composition C21H45B2BrN7O10S, with properties calculated with ωB97M-V with the def2-TZVPD basis set.

The calculation puts the lowest unoccupied orbital energy at 1.921 eV. The gap between HOMO and LUMO comes out at 6.7 eV.

```
! RIJCOSX wB97M-V def2-TZVPD def2/J DEFGRID3
* xyz -1 1
O 2.5801 -3.8804 -1.7658
B 3.8820 -3.6402 -1.2511
O 4.9211 -4.5248 -1.6982
C 4.2746 -2.4681 -0.2224
C 3.8474 -0.9657 -0.6564
O 3.6632 -0.2638 0.5663
B 3.1400 -1.3397 1.4592
Br 3.7567 -0.6592 3.3053
C 1.5061 -1.0791 1.4882
C 0.6554 -2.2455 0.8697
S -1.1281 -1.6950 0.9428
C -1.9594 -2.9710 -0.0280
N -2.7414 -2.8966 -1.1053
N -3.0520 -4.1903 -1.4377
C -2.4591 -4.9838 -0.5573
O -1.7427 -4.2800 0.3956
O 3.6455 -2.6346 1.0521
H 2.2682 -4.6795 -1.3003
H 5.2435 -4.9314 -0.8706
H 5.4011 -2.4423 -0.2620
H 4.7747 -0.6296 -1.2096
H 2.9616 -0.9635 -1.3608
H 1.1988 -0.8931 2.5473
H 1.2996 -0.1531 0.8826
H 0.7553 -3.2000 1.4392
H 0.9769 -2.4277 -0.1877
H -2.5045 -6.0870 -0.5206
C -3.3619 -0.3978 -6.0986
C -3.5143 -0.8377 -4.6635
O -4.4153 -0.4161 -3.9486
N -2.6153 -1.7264 -4.1753
C -1.4918 -2.3337 -4.8586
H -4.1522 0.3103 -6.3408
H -2.3990 0.0956 -6.2416
H -3.4489 -1.2559 -6.7675
H -2.7787 -1.9760 -3.2067
H -1.6196 -3.4187 -4.8404
H -0.5777 -2.0777 -4.3190
H -1.4084 -1.9980 -5.8887
C 3.3243 3.2940 3.6717
C 2.0263 2.5301 3.6372
O 1.9408 1.4284 3.1320
N 0.9239 3.1158 4.1992
C 0.8243 4.4077 4.8425
H 4.0986 2.6994 3.1898
H 3.2220 4.2371 3.1295
H 3.6227 3.4826 4.7053
H 0.0944 2.5456 4.1385
H 0.4829 4.2574 5.8694
H 0.0820 5.0052 4.3049
H 1.7737 4.9339 4.8522
C 4.4456 6.2850 7.6515
C 3.1403 5.5314 7.6262
O 3.0405 4.4245 7.1245
N 2.0499 6.1252 8.1874
C 1.9617 7.4219 8.8272
H 5.2134 5.6838 7.1691
H 4.3489 7.2259 7.1065
H 4.7513 6.4756 8.6819
H 1.2150 5.5611 8.1321
H 1.6230 7.2801 9.8558
H 1.2239 8.0241 8.2927
H 2.9159 7.9408 8.8305
C 0.8225 -6.1517 -3.8440
C 0.0341 -6.6100 -5.0446
O 0.5254 -6.6686 -6.1620
N -1.2669 -6.9654 -4.8552
C -2.0291 -6.9669 -3.6221
H 1.8355 -5.9046 -4.1541
H 0.3665 -5.2592 -3.4106
H 0.8728 -6.9490 -3.0996
H -1.7282 -7.2595 -5.7028
H -2.3873 -7.9828 -3.4378
H -2.8875 -6.3044 -3.7480
H -1.4377 -6.6332 -2.7748
C -5.6824 4.9497 -4.1256
C -4.9698 4.9005 -2.7976
O -4.4363 5.8888 -2.3107
N -4.9332 3.7127 -2.1429
C -5.5017 2.4399 -2.5524
H -5.6260 5.9612 -4.5231
H -5.2052 4.2713 -4.8349
H -6.7336 4.6848 -3.9996
H -4.4404 3.7557 -1.2635
H -6.2125 2.1191 -1.7878
H -4.6982 1.7064 -2.6181
H -6.0078 2.5057 -3.5109
*
```



Entry 4:
Below is a molecular structure, C4H6FO4Zn, with properties calculated with ωB97M-V with the def2-TZVPD basis set.

The calculation puts the lowest unoccupied orbital energy (alpha / beta) at -8.435 / -8.447 eV. The gap between HOMO and LUMO (alpha / beta) comes out at 3.5 / 3.5 eV. The energy above the lowest of the compared OMol25 structures with the same formula, charge and spin comes out at 581.2 kJ/mol.

```
! RIJCOSX wB97M-V def2-TZVPD def2/J DEFGRID3
* xyz 1 1
C -4.2822 0.1631 -0.1390
O -3.4651 0.2852 0.9788
H -4.4485 1.1319 -0.6567
H -3.8310 -0.5351 -0.8756
H -5.2874 -0.2315 0.1194
C -5.0975 1.9177 4.7919
O -3.9568 1.2959 4.6451
C -4.0190 0.7650 2.7906
C -4.9490 1.9376 2.5097
O -5.7579 2.1460 3.7038
O -5.6014 1.9095 5.9302
F -4.7035 -0.4073 2.9830
H -2.9387 0.8684 2.9075
H -4.3782 2.8487 2.3143
H -5.6628 1.7282 1.7095
Zn -3.9144 1.3224 6.6018
*
```



Entry 5:
Below is 2 unconnected molecules or ions with the total composition C2H2NO2S2, with properties calculated with ωB97M-V with the def2-TZVPD basis set.

The calculation puts the lowest unoccupied orbital energy at 3.749 eV. The gap between HOMO and LUMO comes out at 6.6 eV. The energy above the lowest of the compared OMol25 structures with the same formula, charge and spin comes out at 170.3 kJ/mol.

```
! RIJCOSX wB97M-V def2-TZVPD def2/J DEFGRID3
* xyz -1 1
C 1.8609 -1.0488 -0.1262
C -2.0261 0.2111 0.0822
N -0.8862 0.3692 0.6032
O 1.7960 -1.3118 1.0011
O 1.7061 -1.2513 -1.2598
S 2.2278 1.6169 0.2002
S 0.2373 1.3677 -0.2518
H -2.7257 -0.4598 0.7049
H -2.1901 0.5068 -0.9537
*
```



Entry 6:
Below is C17H19N5O4S in the gas phase, with properties calculated with ωB97M-V with the def2-TZVPD basis set.

The SMILES is COc1ccc(CCNS(=O)(=O)c2ccc(-n3cnnn3)cc2)cc1OC. The calculation puts the lowest unoccupied orbital energy at -0.164 eV. The gap between HOMO and LUMO comes out at 8.4 eV. The energy above the lowest of the compared OMol25 structures with the same formula, charge and spin comes out at 426.9 kJ/mol.

```
! RIJCOSX wB97M-V def2-TZVPD def2/J DEFGRID3
* xyz 0 1
C -3.5121 -2.0228 -0.9880
H -3.4661 -2.7617 -0.1851
O -2.2373 -1.8176 -1.5695
C -1.1401 -1.6852 -0.7650
C 0.0497 -2.1849 -1.2765
C 1.2509 -2.0432 -0.6052
C 1.2936 -1.3786 0.6092
C 0.0992 -0.9065 1.1442
C -1.1143 -1.0419 0.4876
O -2.2916 -0.5379 0.9702
C -2.3464 -0.0801 2.3022
H -3.3927 0.1643 2.4798
H -1.7426 0.8208 2.4457
H -2.0252 -0.8558 3.0028
H 0.1324 -0.3999 2.0959
C 2.5604 -1.1344 1.3864
H 2.4965 -0.1492 1.8542
H 2.6333 -1.8718 2.1921
C 3.8671 -1.1937 0.5860
N 3.9131 -0.3618 -0.5937
S 3.7230 1.2799 -0.4487
O 4.2403 1.8588 -1.6504
O 4.2569 1.6777 0.8177
C 1.9457 1.5599 -0.4622
C 1.3312 2.1941 0.5989
C -0.0390 2.3788 0.5804
C -0.7789 1.9082 -0.5018
C -0.1497 1.3058 -1.5875
C 1.2220 1.1410 -1.5621
H 1.7361 0.6962 -2.3990
H -0.7176 0.9631 -2.4369
N -2.1686 2.0258 -0.4587
C -3.1340 1.5271 -1.2768
N -4.2970 1.8373 -0.7758
N -4.0532 2.5191 0.3400
N -2.8157 2.6391 0.5466
H -2.9679 0.9644 -2.1686
H -0.5523 2.8755 1.3892
H 1.9368 2.5320 1.4249
H 3.4185 -0.7186 -1.3944
H 4.6742 -0.8396 1.2306
H 4.0916 -2.2182 0.2813
H 2.1413 -2.4749 -1.0344
H 0.0079 -2.6906 -2.2283
H -3.9420 -1.0966 -0.6019
H -4.1374 -2.4032 -1.7951
*
```